DFT (ωB97M-V/def2-TZVPD) results for the molecule C6H10O in a non-equilibrium geometry.

Values from the calculation:
E_LUMO: 1.13 eV
SMILES string: C[C@H]1CC=CCO1
HOMO level: -9.36 eV
HOMO-LUMO gap: 10.48 eV
Energy above the lowest of the compared OMol25 structures with the same formula, charge and spin: 141.7 kJ/mol
Energy: -309.78842 a.u.

Structure (XYZ):
```
17
Properties=species:S:1:pos:R:3:forces:R:3:nbo_charge:R:1
C 0.439447 1.609186 0.905840 0.068 0.182 -0.016 -0.630
C 0.319420 0.105320 1.044408 -0.270 0.269 -0.057 0.099
C -1.073646 -0.332002 0.481476 -0.208 0.613 -0.555 -0.494
C -1.040945 -0.053162 -1.111350 0.364 -0.189 0.805 -0.188
C 0.064705 -0.522552 -1.694643 -0.169 -0.120 0.260 -0.218
C 0.828950 -1.348105 -0.715428 -0.063 -0.530 -0.034 -0.120
O 1.369540 -0.555825 0.331212 0.017 0.195 -0.033 -0.528
H -0.246982 2.094784 1.608748 0.146 0.001 -0.071 0.204
H 0.155631 1.892194 -0.110769 0.156 0.144 0.133 0.211
H 1.458113 1.950075 1.097959 -0.061 -0.026 0.025 0.220
H 0.476030 -0.170948 2.102962 -0.476 -0.038 -0.315 0.181
H -1.865140 0.267924 0.915066 0.006 0.376 0.159 0.228
H -1.262254 -1.343186 0.918999 -0.153 0.408 -1.205 0.229
H -1.675720 0.648946 -1.682826 -0.055 -0.465 0.960 0.217
H 0.423570 -0.339785 -2.708687 -0.357 0.060 0.241 0.215
H 0.013196 -1.927679 -0.262846 0.968 -0.911 -0.311 0.176
H 1.616084 -1.975185 -1.120122 0.087 0.031 0.013 0.199
```
Forces are in eV/Å.

=====

DFT (ωB97M-V/def2-TZVPD) results for C6H10O as an isolated structure in a non-equilibrium geometry.

Values from the calculation:
E_LUMO: 1.10 eV
HOMO level: -9.21 eV
HOMO-LUMO gap: 10.32 eV
Energy above the lowest of the compared OMol25 structures with the same formula, charge and spin: 363.8 kJ/mol
Energy: -309.70382 a.u.

Structure (XYZ):
```
17
Properties=species:S:1:pos:R:3:forces:R:3:nbo_charge:R:1
C 1.555350 0.669947 -1.309789 -1.877 -6.108 -0.658 -0.625
C 0.219742 -0.145402 -0.984772 2.020 1.943 1.677 0.097
C -1.393699 0.345633 0.525296 0.007 1.724 -0.560 0.074
C -0.139930 0.652708 1.315679 1.799 -1.465 -0.560 -0.396
C 0.285075 -0.807951 0.487927 1.174 2.904 -3.110 -0.221
C -1.175071 -1.204855 0.457230 0.360 2.014 2.678 -0.458
H 2.283321 -0.126876 -1.629266 -0.254 0.921 0.600 0.195
H 1.193711 1.061948 -2.165902 -0.164 2.839 -2.641 0.218
H 1.777389 1.159035 -0.452297 1.052 2.104 1.928 0.213
H -0.025687 -0.819546 -1.859948 -0.222 0.693 1.189 0.185
H -2.316651 0.883114 0.798331 0.065 -0.635 -0.294 0.196
H -0.175593 0.377010 2.317869 -0.072 -0.403 2.077 0.182
H 0.422954 1.720287 1.220680 -1.518 -2.861 -0.238 0.229
H 1.202884 -1.415227 0.726908 -1.252 0.406 -0.240 0.225
H -1.602561 -1.881021 -0.276943 0.017 0.151 0.177 0.232
H -1.250575 -1.384454 1.497177 -1.584 -1.644 1.127 0.210
O -0.860660 0.915650 -0.668179 0.447 -2.582 -3.153 -0.557
```
Forces are in eV/Å.

=====

DFT (ωB97M-V/def2-TZVPD) results for the molecule C6H10O.

Values from the calculation:
E_LUMO: 1.01 eV
SMILES string: C[C@H]1CC=C[C@H]1O
HOMO level: -9.47 eV
HOMO-LUMO gap: 10.48 eV
Energy above the lowest of the compared OMol25 structures with the same formula, charge and spin: 23.4 kJ/mol
Energy: -309.83346 a.u.

Structure (XYZ):
```
17
Properties=species:S:1:pos:R:3:forces:R:3:nbo_charge:R:1
C 1.750739 -0.549095 -0.221014 0.059 -0.008 -0.048 -0.600
C 0.617108 0.105919 0.562248 -0.013 -0.004 0.024 -0.232
C 0.166341 1.450199 -0.075905 0.006 0.019 -0.035 -0.441
C -1.259879 1.210467 -0.492527 -0.093 -0.271 0.115 -0.153
C -1.712009 0.017691 -0.108429 0.197 0.156 -0.245 -0.247
C -0.669346 -0.789390 0.622764 -0.054 0.278 0.238 0.065
O -0.490935 -2.105427 0.096576 -0.193 0.100 -0.072 -0.719
H 1.472405 -0.696321 -1.270736 -0.001 0.015 0.134 0.203
H 2.638595 0.091275 -0.197147 -0.091 -0.068 0.000 0.204
H 2.012231 -1.527813 0.189845 -0.034 0.156 -0.048 0.224
H 0.968582 0.293885 1.585299 -0.101 -0.089 -0.201 0.204
H 0.790109 1.728716 -0.936991 -0.074 -0.044 0.144 0.210
H 0.228408 2.286636 0.634421 -0.004 -0.168 -0.112 0.216
H -1.846213 1.951569 -1.029560 0.072 -0.113 0.068 0.210
H -2.707239 -0.372713 -0.306298 0.088 0.075 0.095 0.211
H -0.968394 -0.916729 1.672948 0.059 -0.095 -0.164 0.174
H -0.990506 -2.178862 -0.725499 0.177 0.060 0.107 0.471
```
Forces are in eV/Å.

=====

DFT (ωB97M-V/def2-TZVPD) results for C6H10O as an isolated structure in a non-equilibrium geometry.

Values from the calculation:
E_LUMO: 0.94 eV
HOMO level: -9.40 eV
HOMO-LUMO gap: 10.34 eV
Energy above the lowest of the compared OMol25 structures with the same formula, charge and spin: 271.4 kJ/mol
Energy: -309.73900 a.u.

Structure (XYZ):
```
17
Properties=species:S:1:pos:R:3:forces:R:3:nbo_charge:R:1
C -0.984418 -0.791863 -0.391353 1.837 -0.450 -0.054 -0.474
C -0.536831 0.176751 0.591481 -0.710 0.809 0.686 0.604
O -0.533694 -0.069788 1.787592 0.576 0.522 -0.026 -0.624
C 0.080819 1.440448 0.025297 -0.152 0.328 0.185 -0.547
C 1.509782 1.142919 -0.343176 -0.138 -0.320 -0.007 -0.168
C 1.790963 -0.150300 -0.462717 -0.492 0.029 -0.213 -0.192
C 0.676524 -1.196002 -0.323955 -0.196 -0.721 -0.853 -0.431
H -1.561428 -1.657683 -0.041468 0.509 0.394 0.115 0.243
H -1.366801 -0.452891 -1.371716 0.779 0.003 0.475 0.230
H -2.787782 -0.132560 0.852411 -0.727 0.080 0.440 -0.075
H -2.348044 -0.099689 1.460526 -1.175 -0.065 -0.050 0.060
H -0.478045 1.795320 -0.849247 -0.012 0.059 0.183 0.221
H -0.008893 2.160064 0.834284 0.180 0.327 -0.068 0.244
H 2.226730 1.951123 -0.502013 -0.156 -0.310 0.148 0.217
H 2.804238 -0.508884 -0.675687 -0.467 0.002 0.008 0.220
H 0.840731 -1.780067 0.596301 -0.340 0.091 -0.478 0.241
H 0.676151 -1.826893 -1.186557 0.685 -0.778 -0.492 0.231
```
Forces are in eV/Å.

=====

DFT (ωB97M-V/def2-TZVPD) results for the molecule C6H10O in a non-equilibrium geometry.

Values from the calculation:
E_LUMO: 0.48 eV
HOMO level: -9.19 eV
HOMO-LUMO gap: 9.67 eV
Energy above the lowest of the compared OMol25 structures with the same formula, charge and spin: 281.1 kJ/mol
Energy: -309.73532 a.u.

Structure (XYZ):
```
17
Properties=species:S:1:pos:R:3:forces:R:3:nbo_charge:R:1
C 0.917230 1.766643 0.990044 -0.057 -0.261 0.213 -0.611
C 0.943824 0.311629 0.430015 0.030 0.028 -0.563 0.087
O 0.526666 -0.728767 1.256446 -0.055 -1.235 -1.144 -0.619
C -0.238758 -2.047239 0.017010 0.600 1.012 0.726 -0.033
C -0.640464 -1.086391 -1.010366 0.348 0.259 0.150 -0.330
C -1.428650 0.090673 -0.515250 -0.327 0.221 0.022 -0.415
C 0.016956 0.295289 -0.761472 0.084 -0.036 -0.409 -0.183
H 1.609041 1.893610 1.825624 -0.101 -0.134 -0.012 0.217
H -0.082136 2.084665 1.306842 0.101 -0.227 0.006 0.208
H 1.240922 2.468220 0.198725 -0.097 -0.446 0.229 0.207
H 1.985981 0.147275 0.104856 -0.145 -0.041 -0.157 0.149
H 0.176385 -2.989591 -0.424619 0.745 1.061 0.846 0.198
H -0.790554 -2.228075 0.914909 -0.855 -0.248 -0.129 0.212
H -0.698956 -1.403770 -2.053681 0.010 -0.022 0.425 0.237
H -1.725030 -0.012360 0.524232 -0.084 0.179 -0.150 0.235
H -2.140518 0.544984 -1.191600 -0.004 0.021 0.076 0.221
H 0.328059 0.893204 -1.611715 -0.193 -0.132 -0.129 0.221
```
Forces are in eV/Å.

=====

DFT (ωB97M-V/def2-TZVPD) results for a 3-piece molecular cluster, C6H10O overall.

Values from the calculation:
E_LUMO: 0.81 eV
HOMO level: -8.41 eV
HOMO-LUMO gap: 9.22 eV
Energy above the lowest of the compared OMol25 structures with the same formula, charge and spin: 263.6 kJ/mol
Energy: -309.74197 a.u.

Structure (XYZ):
```
17
Properties=species:S:1:pos:R:3:forces:R:3:nbo_charge:R:1
C -1.593438 0.322935 -1.411283 -0.045 0.018 -0.035 -0.643
C -0.458283 0.313770 -0.431241 0.062 -0.111 0.041 -0.127
C 0.617299 1.191565 -0.362469 0.053 -0.086 -0.030 -0.207
C 1.555799 0.701509 0.568059 -0.057 0.186 0.057 -0.311
C 0.775499 -0.192263 1.510028 0.039 -0.125 -0.051 -0.465
C -0.196424 -0.729266 0.490275 0.109 0.351 0.038 0.290
O -1.067600 -1.712602 0.840966 -0.161 -0.051 -0.168 -0.672
H -2.561486 0.169803 -0.914580 0.132 0.019 -0.060 0.208
H -1.483978 -0.458693 -2.173937 0.001 0.084 0.108 0.220
H -1.647677 1.281802 -1.934057 0.025 -0.129 0.082 0.231
H 0.791239 2.005776 -1.060194 -0.019 -0.120 0.108 0.215
H 2.450845 1.236401 0.868606 -0.144 -0.069 -0.036 0.232
H 1.852096 -0.586777 -0.170382 -0.069 -0.093 -0.031 0.077
H 1.359421 -0.960321 2.021202 -0.068 0.102 -0.084 0.228
H 0.220918 0.413894 2.237746 0.058 -0.045 -0.087 0.242
H 1.155298 -1.239338 -0.256374 0.009 0.099 0.021 0.004
H -1.769530 -1.758193 0.177636 0.074 -0.029 0.127 0.478
```
Forces are in eV/Å.

=====

DFT (ωB97M-V/def2-TZVPD) results for the molecule C6H10O in a non-equilibrium geometry.

Values from the calculation:
E_LUMO: 1.07 eV
SMILES string: C[C@]12CC[C@H]1CO2
HOMO level: -9.43 eV
HOMO-LUMO gap: 10.50 eV
Energy above the lowest of the compared OMol25 structures with the same formula, charge and spin: 158.8 kJ/mol
Energy: -309.78189 a.u.

Structure (XYZ):
```
17
Properties=species:S:1:pos:R:3:forces:R:3:nbo_charge:R:1
C -1.527232 1.228076 0.126758 0.086 0.093 0.183 -0.637
C -0.261510 0.410886 0.316040 -0.196 0.399 -0.181 0.281
C 1.094541 0.945462 -0.202945 0.052 0.234 0.132 -0.422
C 1.400973 -0.448292 -0.818522 0.007 0.005 -0.030 -0.401
C -0.061709 -0.858579 -0.486299 -0.175 0.058 -0.001 -0.286
C -0.180050 -1.590432 0.852715 -0.019 -0.236 -0.021 -0.054
O -0.249929 -0.328374 1.560652 0.132 0.158 0.210 -0.535
H -1.521025 2.062019 0.829026 -0.127 0.096 0.021 0.221
H -1.624857 1.639100 -0.889739 0.285 -0.146 0.248 0.211
H -2.430274 0.629360 0.314108 0.330 0.016 0.071 0.217
H 0.917385 1.682040 -0.994694 0.035 -0.001 0.210 0.207
H 1.792914 1.354337 0.529205 -0.031 -0.029 -0.048 0.216
H 2.136333 -1.016772 -0.233476 -0.302 0.043 -0.105 0.207
H 1.740264 -0.471588 -1.859842 -0.268 0.107 0.169 0.212
H -0.868259 -0.849364 -1.209188 0.353 -1.211 -0.706 0.215
H 0.707095 -2.163924 1.161306 -0.190 0.119 -0.176 0.173
H -1.064660 -2.223956 1.004894 0.029 0.294 0.024 0.175
```
Forces are in eV/Å.

=====

DFT (ωB97M-V/def2-TZVPD) results for the molecule C6H10O in a non-equilibrium geometry.

Values from the calculation:
E_LUMO: 1.09 eV
SMILES string: CO[C@@H]1[C@@H]2CC[C@@H]21
HOMO level: -8.89 eV
HOMO-LUMO gap: 9.98 eV
Energy above the lowest of the compared OMol25 structures with the same formula, charge and spin: 233.9 kJ/mol
Energy: -309.75328 a.u.

Structure (XYZ):
```
17
Properties=species:S:1:pos:R:3:forces:R:3:nbo_charge:R:1
C 2.317305 0.039601 0.551385 0.213 0.057 0.067 -0.246
O 1.009615 -0.348878 0.909956 -0.038 -0.016 0.450 -0.529
C 0.291276 -0.876545 -0.146124 0.039 -0.121 0.088 0.086
C -0.509437 -0.030590 -1.134477 1.001 0.129 0.426 -0.286
C -1.137567 1.173322 -0.446704 0.243 0.081 0.043 -0.398
C -1.706512 0.208446 0.631789 -0.121 0.066 0.195 -0.400
C -1.163030 -0.996852 -0.140092 -0.134 -0.381 0.415 -0.213
H 2.773255 0.424302 1.466121 0.035 -0.001 -0.182 0.195
H 2.338709 0.823593 -0.223222 -0.157 -0.153 0.157 0.167
H 2.915172 -0.814348 0.192724 -0.178 0.114 0.056 0.165
H 0.794898 -1.710886 -0.653147 0.014 0.328 0.088 0.175
H 0.129498 -0.116983 -1.981121 -0.997 0.107 -1.677 0.229
H -1.952627 1.709535 -0.948998 0.335 -0.400 -0.300 0.212
H -0.390832 1.911923 -0.151155 -0.151 0.094 0.365 0.198
H -2.792000 0.205151 0.734164 0.105 0.161 -0.128 0.210
H -1.243405 0.342539 1.610019 -0.154 -0.152 0.011 0.219
H -1.674325 -1.943324 -0.271122 -0.056 0.088 -0.074 0.216
```
Forces are in eV/Å.

=====

DFT (ωB97M-V/def2-TZVPD) results for the molecule C6H10O.

Values from the calculation:
E_LUMO: 0.96 eV
SMILES string: CC/C=C\C=C\O
HOMO level: -8.10 eV
HOMO-LUMO gap: 9.05 eV
Energy above the lowest of the compared OMol25 structures with the same formula, charge and spin: 96.0 kJ/mol
Energy: -309.80582 a.u.

Structure (XYZ):
```
17
Properties=species:S:1:pos:R:3:forces:R:3:nbo_charge:R:1
C 2.565144 0.255998 0.110174 0.145 0.154 -0.058 -0.596
C 1.093644 0.071437 0.436037 -0.024 0.077 -0.153 -0.456
C 0.226016 1.241928 0.091799 -0.136 0.220 0.152 -0.174
C -1.053205 1.164972 -0.296393 0.084 0.164 0.233 -0.215
C -1.856002 -0.040729 -0.426599 0.060 -0.212 0.097 -0.375
C -1.663281 -1.208994 0.202650 -0.047 0.274 0.049 0.180
O -2.348613 -2.330776 -0.112453 -0.382 -0.119 -0.119 -0.664
H 2.668916 0.374408 -0.972139 0.214 0.074 0.121 0.204
H 2.977932 1.134756 0.609871 0.078 -0.004 -0.064 0.200
H 3.143379 -0.622176 0.423116 -0.096 0.201 -0.100 0.209
H 1.001933 -0.155359 1.520931 -0.210 -0.354 -0.695 0.207
H 0.740509 -0.712354 -0.249327 -0.073 -0.432 0.852 0.217
H 0.670037 2.225505 0.182695 0.066 0.137 -0.105 0.196
H -1.573563 2.078729 -0.569328 0.136 0.039 0.078 0.206
H -2.707919 0.025270 -1.108213 0.216 -0.130 -0.047 0.197
H -1.004576 -1.394064 1.046126 0.043 0.209 -0.313 0.192
H -2.880344 -2.108552 -0.888949 -0.076 -0.301 0.073 0.473
```
Forces are in eV/Å.

=====

DFT (ωB97M-V/def2-TZVPD) results for the molecule C6H10O.

Values from the calculation:
E_LUMO: 1.03 eV
SMILES string: O[C@@H]1C=CCCC1
HOMO level: -9.43 eV
HOMO-LUMO gap: 10.47 eV
Energy above the lowest of the compared OMol25 structures with the same formula, charge and spin: 21.9 kJ/mol
Energy: -309.83404 a.u.

Structure (XYZ):
```
17
Properties=species:S:1:pos:R:3:forces:R:3:nbo_charge:R:1
O 0.014217 2.588455 0.200024 0.209 0.085 0.022 -0.708
C -0.453557 1.248291 0.137792 -0.014 -0.283 -0.070 0.053
C -0.121101 0.476736 1.391830 -0.042 -0.137 -0.049 -0.227
C -0.076318 -0.854177 1.405692 0.069 0.139 0.052 -0.178
C -0.231717 -1.640629 0.130743 -0.023 0.004 -0.038 -0.449
C 0.503201 -0.904911 -0.996544 0.066 -0.021 -0.008 -0.391
C 0.005308 0.537590 -1.171886 -0.058 0.024 -0.006 -0.424
H 0.979566 2.564841 0.231782 -0.139 0.019 0.010 0.459
H -1.544855 1.355580 0.110751 0.121 0.010 -0.033 0.187
H -0.001842 1.062504 2.303231 -0.022 -0.095 -0.167 0.215
H 0.103342 -1.384671 2.338832 -0.050 0.068 -0.129 0.207
H -1.299321 -1.749192 -0.119706 0.185 0.011 0.022 0.209
H 0.166705 -2.654038 0.245800 -0.059 0.141 0.007 0.215
H 1.572127 -0.901917 -0.751419 -0.141 0.014 0.018 0.199
H 0.406463 -1.448164 -1.943457 -0.028 0.087 0.132 0.210
H 0.797895 1.148314 -1.621809 -0.121 -0.077 0.106 0.213
H -0.820113 0.555389 -1.891655 0.047 0.010 0.129 0.208
```
Forces are in eV/Å.